1.
A gas-phase ion, C6H6IN2 (charge +1) in a non-equilibrium geometry, computed with ωB97M-V with the def2-TZVPD basis set.

Geometry as XYZ:
```
15
Properties=species:S:1:pos:R:3:forces:R:3:nbo_charge:R:1
C 1.931 2.992 -0.149 -2.596 -1.133 0.227 0.39
C -0.637 0.590 0.105 2.730 -2.026 -1.277 0.06
C 0.460 -1.297 -0.278 0.589 -2.528 0.283 -0.04
C 0.729 0.878 0.006 -1.321 -2.859 0.723 -0.07
C 1.477 -0.398 -0.057 -1.332 0.766 -1.101 -0.24
C -1.972 -1.440 0.114 -4.160 -0.030 0.204 -0.43
N 1.187 2.101 -0.066 3.297 2.414 0.137 -0.15
N -0.767 -0.740 -0.103 1.009 1.636 -0.433 -0.29
I 3.510 -0.708 0.027 -0.326 0.175 -0.141 0.30
H 2.218 4.003 -0.051 0.888 0.581 -0.090 0.29
H -1.428 1.217 0.204 -2.140 1.669 0.336 0.23
H 0.403 -2.404 -0.491 0.815 1.459 0.457 0.25
H -2.606 -0.622 0.583 0.112 -1.424 -0.658 0.22
H -2.625 -1.975 -0.718 2.011 1.557 0.955 0.25
H -1.881 -2.197 0.874 0.425 -0.257 0.377 0.23
```
Forces are in eV/Å.

As for the HOMO energy: -12.529 eV. The multiplicity is 1. Its SMILES is C#[N+]c1cn(C)cc1I. As for the LUMO energy: -4.8 eV. The energy relative to the best compared isomer or geometry (same formula, charge and spin) comes out at 0.241 eV. As for the total charge: +1. The value obtained for the HOMO-LUMO gap is 7.7 eV.

2.
C21H22N4O5S2 in the gas phase in a non-equilibrium geometry, computed with ωB97M-V with the def2-TZVPD basis set.

Geometry as XYZ:
```
54
Properties=species:S:1:pos:R:3:forces:R:3:nbo_charge:R:1
C -7.418 3.908 -0.361 0.099 0.076 0.155 -0.59
H -6.997 3.421 -1.237 -0.029 0.012 -0.142 0.20
H -7.374 4.985 -0.501 -0.021 0.088 -0.084 0.21
H -8.460 3.611 -0.267 -0.094 -0.028 -0.043 0.22
C -6.641 3.508 0.894 -0.067 0.161 -0.226 -0.45
C -6.685 2.041 1.104 0.578 -0.325 -0.540 0.07
N -7.278 1.455 2.071 -0.297 1.302 0.408 -0.25
N -7.215 0.127 2.048 -0.037 -1.798 0.133 -0.32
C -6.560 -0.334 1.037 0.336 1.412 -0.607 0.22
N -6.314 -1.644 0.794 0.238 -0.993 -0.761 -0.87
H -6.774 -2.300 1.406 -0.043 -0.261 -0.068 0.44
S -5.870 -2.208 -0.752 -0.262 -0.055 0.689 2.32
O -6.054 -3.622 -0.671 0.220 -0.087 0.239 -0.92
O -6.584 -1.462 -1.742 0.364 0.169 0.005 -0.92
C -4.146 -1.790 -0.788 -0.668 -0.111 -0.128 -0.39
C -3.686 -0.837 -1.678 0.018 -0.003 -0.095 -0.17
C -2.348 -0.504 -1.676 0.053 -0.097 0.085 -0.24
C -1.464 -1.123 -0.785 -0.445 -0.151 0.043 0.18
C -1.948 -2.090 0.103 0.034 -0.127 0.145 -0.21
C -3.288 -2.418 0.095 0.076 0.032 -0.057 -0.15
H -3.682 -3.166 0.765 0.057 -0.110 0.152 0.24
H -1.265 -2.568 0.784 -0.031 -0.009 -0.004 0.26
N -0.134 -0.745 -0.826 0.226 0.298 -0.258 -0.60
C 0.929 -1.200 -0.061 -0.166 -0.060 0.034 0.66
O 0.814 -2.045 0.802 -0.056 -0.078 0.060 -0.61
C 2.194 -0.548 -0.408 0.674 -0.007 0.184 -0.35
C 3.322 -0.883 0.241 -0.799 -0.102 -0.114 -0.07
C 4.647 -0.353 0.042 0.528 0.161 -0.028 -0.20
C 4.939 0.644 -0.887 -0.009 -0.323 0.327 -0.13
C 6.212 1.143 -1.063 0.359 0.229 -0.142 -0.33
C 7.255 0.640 -0.289 -0.233 -0.130 0.072 0.35
C 6.994 -0.360 0.649 0.198 -0.048 0.101 -0.38
C 5.716 -0.859 0.825 -0.119 0.279 -0.315 0.44
O 5.403 -1.827 1.717 -0.214 0.183 -0.239 -0.50
C 6.420 -2.371 2.524 0.210 -0.131 0.187 -0.25
H 5.929 -3.117 3.147 0.086 0.051 -0.029 0.21
H 7.195 -2.855 1.922 -0.034 0.036 0.014 0.18
H 6.877 -1.609 3.163 -0.019 -0.021 -0.043 0.18
H 7.831 -0.719 1.225 0.065 -0.074 0.090 0.23
O 8.547 1.043 -0.362 -0.197 -0.272 0.222 -0.49
C 8.893 2.050 -1.284 0.056 0.203 -0.190 -0.25
H 9.964 2.204 -1.162 -0.086 0.020 -0.043 0.20
H 8.366 2.985 -1.072 0.012 -0.047 -0.012 0.18
H 8.686 1.740 -2.313 -0.004 0.013 0.048 0.18
H 6.382 1.915 -1.796 0.044 0.067 -0.056 0.22
H 4.142 1.045 -1.493 -0.094 0.046 -0.068 0.21
H 3.233 -1.642 1.007 -0.121 -0.036 0.010 0.25
H 2.176 0.196 -1.191 0.063 0.107 -0.098 0.19
H 0.082 -0.039 -1.517 0.040 -0.148 0.168 0.40
H -1.978 0.240 -2.367 0.033 0.076 -0.077 0.21
H -4.385 -0.375 -2.356 -0.010 0.102 -0.117 0.25
S -5.927 0.903 -0.028 -0.599 0.498 0.896 0.29
H -7.074 3.983 1.775 0.098 -0.066 0.020 0.24
H -5.601 3.826 0.795 -0.013 0.073 0.097 0.21
```
Forces are in eV/Å.

As for the HOMO energy: -8.287 eV. The multiplicity is 1. Its SMILES is CCc1nnc(NS(=O)(=O)c2ccc(NC(=O)/C=C/c3ccc(OC)cc3OC)cc2)s1. As for the LUMO energy: -0.3 eV. The energy relative to the best compared isomer or geometry (same formula, charge and spin) comes out at 2.772 eV. The value obtained for the HOMO-LUMO gap is 8.0 eV.

3.
C15H12N6O2 in the gas phase in a non-equilibrium geometry, computed with ωB97M-V with the def2-TZVPD basis set.

Geometry as XYZ:
```
35
Properties=species:S:1:pos:R:3:forces:R:3:nbo_charge:R:1
O 2.308 1.179 3.417 -0.906 -2.412 -0.307 -0.53
N 1.015 1.597 0.834 -0.702 -0.614 -0.210 -0.23
N -1.628 1.745 -2.334 0.756 0.941 0.722 -0.44
N 3.858 -2.536 5.160 0.234 -3.265 2.510 -0.11
O 2.604 -2.562 5.834 -0.106 2.791 -1.125 -0.29
C 2.059 -0.029 3.248 0.291 4.071 -2.417 0.65
C 0.968 0.279 0.976 0.354 0.693 -1.803 0.29
C -1.101 0.618 -1.956 -1.523 0.422 -2.847 0.36
C 3.823 -1.732 4.220 -2.755 3.426 -3.444 0.21
C 1.877 -1.517 5.245 1.221 -0.942 -0.479 0.16
C 0.399 -0.308 -0.207 0.178 -2.818 1.597 -0.32
C 2.532 -0.992 4.204 0.748 -2.672 0.970 -0.27
C -0.121 0.659 -0.933 1.478 2.399 0.798 0.08
C -4.594 1.825 -4.559 0.963 -0.024 -0.399 -0.22
C -4.663 0.456 -4.860 3.168 0.652 3.006 -0.20
C -3.571 2.349 -3.770 -0.595 0.197 -0.679 -0.20
C -3.731 -0.424 -4.231 0.059 2.702 -0.434 -0.23
C -2.568 1.500 -3.285 -0.994 0.317 -0.016 0.08
C -2.637 0.138 -3.524 -1.214 -0.990 -0.378 0.12
N 0.382 1.822 -0.347 -1.190 -0.813 -0.638 -0.32
N 1.446 -0.473 2.029 1.151 0.290 2.336 -0.61
N -1.636 -0.450 -2.743 0.213 1.300 0.998 -0.54
C 4.825 -1.381 3.178 0.749 -1.558 0.753 -0.65
H 0.942 -1.127 5.543 -0.937 -0.608 1.036 0.22
H 0.280 -1.318 -0.570 0.132 -0.418 0.833 0.21
H -5.344 2.448 -5.053 0.316 0.113 0.491 0.21
H -5.474 0.257 -5.443 -1.897 -1.682 -1.396 0.21
H -3.607 3.410 -3.560 0.347 -0.017 0.239 0.22
H -3.890 -1.437 -4.140 -0.289 -2.230 -0.443 0.21
H 0.037 2.725 -0.601 0.060 0.471 0.195 0.42
H 1.440 -1.449 1.839 -0.065 -0.637 0.242 0.40
H -1.621 -1.422 -2.509 0.141 -0.271 0.098 0.41
H 4.562 -1.390 2.119 -0.605 -0.121 0.369 0.24
H 5.665 -2.027 3.332 0.669 -0.491 -0.227 0.23
H 5.165 -0.432 3.450 0.552 1.800 0.051 0.24
```
Forces are in eV/Å.

As for the HOMO energy: -8.459 eV. The multiplicity is 1. Its SMILES is Cc1nocc1C(=O)Nc1cc(-c2nc3ccccc3[nH]2)[nH]n1. As for the LUMO energy: 0.1 eV. The energy relative to the best compared isomer or geometry (same formula, charge and spin) comes out at 1.474 eV. The value obtained for the HOMO-LUMO gap is 8.6 eV.

4.
C8H10N2 in the gas phase in a non-equilibrium geometry, computed with ωB97M-V with the def2-TZVPD basis set.

Geometry as XYZ:
```
20
Properties=species:S:1:pos:R:3:forces:R:3:nbo_charge:R:1
C 2.549 2.715 -1.497 1.492 1.418 -1.249 0.22
C 2.313 0.253 -0.760 0.063 4.399 -1.550 0.32
C -0.272 -1.257 0.486 -0.356 -0.806 -0.956 -0.28
C 2.319 1.430 -1.116 -0.324 -2.575 0.876 -0.26
C -1.274 -0.403 0.228 -0.430 -0.467 0.300 0.10
C 1.190 -1.083 0.845 -0.139 1.220 1.231 -0.25
C -2.739 -0.887 -0.008 1.065 2.519 -1.476 -0.65
C -1.111 1.098 0.375 -1.254 -1.658 0.079 -0.66
N 2.989 3.692 -1.957 -1.009 -0.845 0.753 -0.28
N 2.273 -0.886 -0.162 -1.362 -0.772 2.022 -0.60
H -0.580 -2.297 0.484 0.083 -0.202 -0.174 0.19
H 1.551 -1.980 1.328 -0.302 -0.093 0.615 0.21
H 1.267 -0.224 1.500 0.192 -0.007 0.518 0.21
H 2.094 -1.671 -0.684 0.653 -2.098 -2.553 0.39
H -3.256 0.093 0.009 -0.456 -0.787 0.230 0.21
H -3.088 -1.511 0.757 -0.506 -0.950 1.103 0.22
H -3.012 -1.302 -1.004 0.744 0.022 0.598 0.23
H -1.636 1.614 -0.411 -0.395 0.344 -0.116 0.22
H -0.096 1.232 0.208 1.944 1.106 0.260 0.22
H -1.482 1.373 1.378 0.297 0.233 -0.509 0.23
```
Forces are in eV/Å.

As for the HOMO energy: -9.145 eV. The multiplicity is 1. Its SMILES is CC(C)=CCNC#CC#N. As for the LUMO energy: 0.6 eV. The energy relative to the best compared isomer or geometry (same formula, charge and spin) comes out at 3.378 eV. The value obtained for the HOMO-LUMO gap is 9.7 eV.

5.
5 unconnected molecules or ions with the total composition C13H25Cl3O12 in a non-equilibrium geometry, computed with ωB97M-V with the def2-TZVPD basis set.

Geometry as XYZ:
```
53
Properties=species:S:1:pos:R:3:forces:R:3:nbo_charge:R:1
C 5.013 -7.565 -0.428 -0.621 -0.884 0.484 -0.25
O 4.193 -6.441 -0.724 -1.642 0.625 -0.176 -0.51
C 2.836 -6.497 -0.428 0.224 -1.932 1.341 0.99
O 2.286 -7.417 0.203 1.310 2.458 -1.833 -0.64
O 2.278 -5.378 -0.902 -0.407 -0.266 -0.387 -0.50
C 0.828 -5.166 -0.765 0.690 -0.177 0.484 -0.25
H 5.231 -7.613 0.639 0.030 0.115 0.012 0.19
H 5.946 -7.545 -0.991 -0.257 0.567 -0.085 0.20
H 4.487 -8.483 -0.690 -0.024 -0.030 0.009 0.19
H 0.538 -4.292 -1.348 0.616 0.013 -0.016 0.20
H 0.655 -4.956 0.291 -0.303 -0.226 -0.098 0.20
H 0.225 -5.995 -1.137 0.381 -0.256 0.267 0.20
C -7.652 3.865 -2.803 1.444 1.167 1.208 -0.26
O -8.154 2.570 -2.569 -0.595 -1.619 -0.374 -0.51
C -7.985 1.889 -1.402 0.318 1.847 1.974 0.99
O -7.445 2.323 -0.388 -0.401 -0.566 -1.864 -0.65
O -8.621 0.727 -1.461 -0.213 0.953 -1.882 -0.50
C -8.696 -0.164 -0.387 1.093 -0.567 1.026 -0.26
H -7.562 4.386 -1.850 -0.167 0.138 0.005 0.20
H -8.183 4.504 -3.510 -1.029 -0.809 0.173 0.20
H -6.650 3.897 -3.230 0.266 -0.776 0.101 0.18
H -7.836 -0.833 -0.428 -0.196 -0.510 -0.484 0.18
H -9.645 -0.690 -0.490 0.240 0.065 0.211 0.20
H -8.514 0.265 0.598 -0.733 0.665 -0.101 0.21
C 4.861 2.057 6.076 0.354 0.828 -0.179 -0.26
O 3.576 1.712 5.571 -1.166 -0.416 -0.912 -0.51
C 3.465 1.295 4.273 0.756 -1.365 0.996 0.99
O 4.423 1.220 3.525 -1.840 0.335 0.363 -0.64
O 2.179 0.784 4.093 1.966 0.546 -1.058 -0.51
C 1.949 0.310 2.706 1.091 0.073 0.508 -0.27
H 5.648 1.715 5.404 -0.049 -0.172 0.282 0.21
H 4.968 1.738 7.112 -0.195 -0.720 -0.282 0.19
H 4.934 3.140 6.173 -0.097 0.179 -0.435 0.18
H 1.643 1.173 2.115 -0.489 -0.382 0.005 0.20
H 1.329 -0.586 2.704 -0.704 0.688 0.416 0.20
H 2.863 -0.083 2.260 0.365 0.413 0.270 0.20
C 4.758 1.929 -1.528 1.121 -0.262 0.330 -0.27
O 3.709 2.822 -1.286 -0.932 0.350 -1.544 -0.49
C 2.939 3.132 -2.357 0.809 -0.924 -0.540 0.98
O 3.030 2.779 -3.513 0.393 -0.137 0.993 -0.64
O 2.036 3.917 -1.876 -2.052 1.456 0.419 -0.48
C 0.896 4.238 -2.661 -0.955 0.637 -0.786 -0.27
H 5.617 2.449 -1.102 0.272 -0.619 0.173 0.19
H 4.983 1.728 -2.575 -0.448 0.154 -0.042 0.21
H 4.501 1.006 -1.009 0.430 -0.054 0.003 0.19
H 1.019 4.368 -3.737 0.981 -0.163 0.050 0.20
H 0.508 5.198 -2.323 0.143 -0.189 0.392 0.20
H 0.096 3.499 -2.606 0.213 -0.270 0.585 0.19
C -2.792 0.633 -0.330 0.441 0.127 0.806 -0.23
Cl -3.310 -0.778 0.700 0.448 1.051 -0.814 0.00
Cl -1.324 0.262 -1.292 -0.623 0.086 0.578 0.01
Cl -2.495 2.110 0.736 -0.338 -1.343 -1.024 -0.01
H -3.581 0.843 -1.053 0.082 0.095 0.456 0.23
```
Forces are in eV/Å.

As for the HOMO energy: -10.802 eV. The multiplicity is 1. Its SMILES is COC(=O)OC.COC(=O)OC.COC(=O)OC.COC(=O)OC.ClC(Cl)Cl. As for the LUMO energy: 0.2 eV. The energy relative to the best compared isomer or geometry (same formula, charge and spin) comes out at 1.861 eV. The value obtained for the HOMO-LUMO gap is 11.0 eV.

6.
4 unconnected molecules or ions with the total composition H9O4 in a non-equilibrium geometry, computed with ωB97M-V with the def2-TZVPD basis set.

Geometry as XYZ:
```
13
Properties=species:S:1:pos:R:3:forces:R:3:mulliken_spin:R:1
O -0.487 0.576 0.423 -0.007 0.198 -1.139 0.00
H 0.414 0.413 0.812 -0.350 -0.349 0.470 0.00
H -0.246 0.972 -0.425 -0.702 0.354 -0.060 0.00
H -1.385 -0.141 0.488 0.888 0.036 1.829 0.00
O -2.008 -0.908 1.436 0.601 -0.197 -1.367 0.00
H -2.072 -1.874 1.373 -0.417 0.325 0.354 0.00
H -2.541 -0.510 2.126 -0.450 -0.141 0.322 0.00
O 0.311 -0.090 -2.509 -1.221 1.406 1.664 0.88
H 0.762 -0.849 -2.114 0.912 -1.169 -0.657 -0.02
H 0.340 0.199 -3.436 0.604 -0.416 -1.339 -0.02
O 2.109 0.492 0.622 1.670 0.457 -0.046 0.17
H 2.683 1.271 0.385 -0.866 -0.580 0.222 0.00
H 2.754 -0.054 1.136 -0.662 0.075 -0.253 0.00
```
Forces are in eV/Å.

As for the HOMO energy (alpha / beta): -21.157 / -20.738 eV. The multiplicity is 2. As for the LUMO energy (alpha / beta): -8.6 / -16.6 eV. The energy relative to the best compared isomer or geometry (same formula, charge and spin) comes out at 1.813 eV. As for the total charge: +2. The value obtained for the HOMO-LUMO gap (alpha / beta) is 12.5 / 4.2 eV.